(1)
{"formula": "C26H26N2O", "method": "ωB97M-V/def2-TZVPD", "symbols": ["O", "C", "C", "C", "C", "C", "C", "N", "C", "C", "C", "C", "C", "C", "C", "C", "C", "C", "C", "N", "C", "C", "C", "C", "C", "C", "C", "C", "C", "H", "H", "H", "H", "H", "H", "H", "H", "H", "H", "H", "H", "H", "H", "H", "H", "H", "H", "H", "H", "H", "H", "H", "H", "H", "H"], "xyz": [[1.480, 2.301, 3.525], [1.498, 1.507, 2.603], [0.309, 1.306, 1.712], [0.057, 2.203, 0.683], [-1.066, 2.051, -0.112], [-1.960, 1.015, 0.119], [-3.197, 0.851, -0.723], [-3.444, -0.545, -1.031], [-2.405, -1.155, -1.848], [-2.829, -1.374, -3.308], [-4.010, -2.291, -3.279], [-4.146, -3.412, -4.080], [-5.251, -4.235, -3.940], [-6.212, -3.947, -2.987], [-6.075, -2.835, -2.174], [-4.977, -2.002, -2.318], [-4.805, -0.746, -1.520], [-1.711, 0.129, 1.160], [-0.587, 0.269, 1.949], [2.572, 0.730, 2.330], [2.716, -0.109, 1.168], [3.623, 0.592, 0.156], [4.912, 1.013, 0.808], [6.041, 1.255, 0.035], [7.230, 1.648, 0.618], [7.303, 1.802, 1.993], [6.186, 1.564, 2.770], [4.985, 1.174, 2.189], [3.796, 0.913, 3.077], [0.741, 3.020, 0.506], [-1.250, 2.751, -0.915], [-4.056, 1.215, -0.147], [-3.119, 1.477, -1.631], [-1.506, -0.537, -1.797], [-2.164, -2.134, -1.414], [-2.007, -1.799, -3.885], [-3.103, -0.413, -3.754], [-3.388, -3.639, -4.817], [-5.358, -5.104, -4.572], [-7.070, -4.594, -2.873], [-6.824, -2.612, -1.428], [-5.108, 0.095, -2.172], [-5.476, -0.747, -0.654], [-2.409, -0.676, 1.335], [-0.400, -0.422, 2.759], [3.173, -1.055, 1.480], [1.737, -0.318, 0.733], [3.107, 1.478, -0.228], [3.826, -0.067, -0.691], [5.980, 1.130, -1.037], [8.098, 1.833, 0.004], [8.229, 2.108, 2.457], [6.235, 1.684, 3.842], [3.990, 0.016, 3.683], [3.636, 1.753, 3.759]], "forces_ev_per_angstrom": [[-0.1, 0.2, 0.1], [-0.1, 0.0, 0.0], [-0.2, 0.2, 0.0], [0.1, -0.1, 0.2], [-0.1, -0.1, 0.0], [0.1, 0.1, 0.0], [-0.1, -0.1, 0.0], [-0.1, 0.1, 0.0], [0.3, -0.2, -0.2], [0.1, 0.0, 0.3], [0.0, 0.0, 0.0], [0.0, 0.1, 0.0], [0.0, -0.1, 0.0], [-0.1, -0.1, 0.0], [0.1, 0.1, 0.0], [0.0, -0.1, 0.0], [-0.2, 0.2, 0.1], [0.0, 0.0, 0.0], [0.1, 0.1, 0.0], [0.3, -0.1, 0.1], [0.0, 0.0, -0.5], [-0.1, -0.1, 0.1], [0.0, 0.0, 0.0], [0.0, 0.0, 0.1], [0.0, 0.0, -0.1], [0.0, 0.0, 0.1], [0.0, 0.0, 0.0], [0.0, 0.0, -0.1], [0.0, 0.1, 0.4], [0.1, 0.1, 0.0], [0.0, 0.0, -0.1], [0.0, 0.0, -0.1], [0.0, 0.0, 0.1], [0.0, -0.1, 0.0], [0.1, 0.1, -0.1], [0.0, 0.0, 0.0], [0.0, 0.0, -0.1], [0.1, 0.0, -0.1], [0.0, -0.1, 0.0], [-0.1, -0.1, 0.0], [-0.1, 0.0, 0.1], [0.0, 0.0, 0.1], [-0.1, 0.0, -0.2], [-0.1, -0.1, 0.0], [0.0, -0.1, 0.1], [-0.1, 0.0, 0.0], [0.2, -0.1, 0.1], [-0.1, -0.1, 0.0], [0.0, 0.0, 0.0], [0.0, 0.0, -0.1], [0.1, 0.0, -0.1], [0.1, 0.0, 0.0], [0.0, 0.0, 0.1], [0.0, 0.1, 0.0], [0.1, -0.2, -0.1]], "lowdin_charge": [0.079, -0.424, -0.164, -0.017, -0.028, -0.222, -0.164, -0.165, -0.165, -0.111, -0.196, -0.036, -0.088, -0.089, -0.035, -0.167, -0.136, -0.020, -0.016, -0.040, -0.134, -0.107, -0.173, -0.042, -0.088, -0.087, -0.038, -0.147, -0.083, 0.121, 0.112, 0.133, 0.127, 0.119, 0.129, 0.117, 0.125, 0.109, 0.100, 0.100, 0.110, 0.134, 0.126, 0.117, 0.123, 0.138, 0.119, 0.123, 0.120, 0.111, 0.100, 0.101, 0.115, 0.142, 0.131], "smiles": "O=C(c1ccc(CN2CCc3ccccc3C2)cc1)N1CCc2ccccc2C1", "e_above_lowest_ev": 0.174, "e_homo_ha": -0.3102, "mol_weight_da": 382.51, "homo_lumo_gap_ha": 0.3337}



(2)
{"formula": "C26H26N2O5", "method": "ωB97M-V/def2-TZVPD", "symbols": ["C", "C", "C", "C", "C", "C", "C", "C", "O", "C", "C", "O", "N", "C", "C", "C", "C", "C", "C", "O", "N", "C", "C", "C", "C", "C", "O", "O", "C", "C", "C", "C", "C", "H", "H", "H", "H", "H", "H", "H", "H", "H", "H", "H", "H", "H", "H", "H", "H", "H", "H", "H", "H", "H", "H", "H", "H", "H", "H"], "xyz": [[3.085, 3.954, 1.461], [4.333, 4.531, 0.804], [5.527, 3.572, 0.894], [6.789, 4.220, 0.319], [5.238, 2.268, 0.193], [5.240, 1.072, 0.895], [4.990, -0.140, 0.271], [4.737, -0.167, -1.093], [4.479, -1.307, -1.819], [4.701, -2.549, -1.197], [3.623, -2.941, -0.177], [3.854, -3.705, 0.732], [2.430, -2.359, -0.454], [1.205, -2.509, 0.195], [1.040, -3.326, 1.311], [-0.212, -3.455, 1.884], [-1.304, -2.772, 1.378], [-1.142, -1.938, 0.274], [-2.266, -1.193, -0.368], [-2.261, -0.921, -1.549], [-3.266, -0.846, 0.501], [-4.474, -0.207, 0.239], [-4.879, 0.157, -1.045], [-6.098, 0.773, -1.229], [-6.935, 1.040, -0.146], [-8.231, 1.698, -0.394], [-8.636, 2.036, -1.479], [-8.954, 1.898, 0.723], [-6.528, 0.679, 1.138], [-5.312, 0.063, 1.325], [0.109, -1.821, -0.316], [4.719, 1.027, -1.809], [4.967, 2.224, -1.171], [2.258, 4.657, 1.392], [2.792, 3.026, 0.975], [3.270, 3.744, 2.513], [4.120, 4.753, -0.243], [4.600, 5.470, 1.294], [5.707, 3.356, 1.953], [6.644, 4.491, -0.724], [7.038, 5.120, 0.876], [7.629, 3.531, 0.380], [5.439, 1.076, 1.957], [4.992, -1.045, 0.859], [5.683, -2.596, -0.713], [4.679, -3.290, -2.003], [2.422, -1.741, -1.259], [1.884, -3.863, 1.709], [-0.337, -4.106, 2.736], [-2.276, -2.928, 1.823], [-3.109, -1.062, 1.476], [-4.234, -0.048, -1.884], [-6.426, 1.058, -2.216], [-9.790, 2.331, 0.491], [-7.172, 0.884, 1.978], [-4.998, -0.217, 2.322], [0.211, -1.189, -1.186], [4.514, 0.991, -2.867], [4.951, 3.135, -1.749]], "forces_ev_per_angstrom": [[0.1, 0.2, -0.2], [0.0, -0.2, 0.3], [0.0, 0.3, -0.2], [-0.1, -0.1, 0.2], [0.1, -0.1, 0.3], [0.0, 0.2, -0.1], [-0.1, -0.4, -0.2], [0.0, 0.2, 0.1], [-0.1, 0.2, -0.1], [0.2, -0.3, 0.1], [0.2, 0.3, -0.3], [0.1, -0.2, 0.1], [-0.1, 0.3, -0.4], [-0.3, -0.1, 0.3], [0.1, -0.1, 0.1], [0.0, 0.1, 0.0], [-0.1, 0.1, -0.1], [0.4, -0.2, 0.0], [0.0, 0.0, 0.1], [0.0, 0.1, -0.1], [0.1, -0.1, 0.4], [-0.4, 0.2, -0.2], [0.2, -0.1, -0.1], [-0.3, 0.1, 0.3], [0.2, -0.1, 0.1], [-0.4, 0.2, -0.4], [0.1, 0.0, 0.0], [-0.1, 0.0, 0.5], [-0.1, 0.1, -0.2], [0.1, -0.1, 0.0], [-0.1, 0.0, 0.1], [0.0, -0.2, 0.0], [0.0, -0.1, 0.0], [-0.1, 0.0, 0.0], [-0.1, -0.1, 0.0], [0.0, 0.0, 0.1], [0.1, 0.1, -0.1], [0.0, 0.1, -0.1], [0.0, 0.0, 0.0], [0.0, 0.0, -0.1], [0.1, 0.1, 0.0], [0.1, 0.0, 0.0], [0.0, 0.0, 0.1], [0.0, -0.1, 0.1], [-0.2, 0.0, 0.0], [0.0, 0.1, 0.1], [0.1, -0.1, 0.2], [0.0, 0.0, 0.0], [0.0, -0.1, 0.1], [-0.1, 0.0, 0.0], [0.1, 0.0, -0.2], [0.0, 0.0, 0.0], [0.0, 0.0, -0.1], [0.2, -0.1, -0.2], [0.0, 0.0, 0.1], [0.0, 0.0, 0.1], [0.0, 0.1, -0.1], [0.0, 0.0, -0.1], [0.0, 0.1, -0.1]], "lowdin_charge": [-0.096, -0.230, -0.357, -0.059, -0.228, -0.017, -0.003, -0.263, -0.061, -0.101, -0.457, 0.080, 0.152, -0.192, 0.004, -0.061, -0.043, -0.134, -0.407, 0.087, 0.137, -0.206, 0.011, 0.008, -0.145, -0.492, 0.103, 0.100, -0.012, -0.013, 0.051, 0.007, -0.025, 0.069, 0.071, 0.075, 0.108, 0.111, 0.135, 0.075, 0.077, 0.082, 0.117, 0.111, 0.141, 0.145, 0.150, 0.102, 0.108, 0.108, 0.129, 0.102, 0.123, 0.131, 0.117, 0.112, 0.127, 0.119, 0.115], "smiles": "CC[C@H](C)c1ccc(OCC(=O)Nc2cccc(C(=O)Nc3ccc(C(=O)O)cc3)c2)cc1", "e_above_lowest_ev": 0.063, "e_homo_ha": -0.3204, "mol_weight_da": 446.50, "homo_lumo_gap_ha": 0.3250}